22
Properties=species:S:1:pos:R:3 method="wB97M-V/def2-TZVPD" spin_multiplicity=1 e_above_lowest_kcal_mol=34.1 homo_ev=-4.8840 largest_force_ev_per_a=3.6 gap_ev=8.898 total_charge=-1 lumo_ev=4.0
O 2.17649 -0.78752 1.19504
O -0.01540 -0.25217 2.29793
O -2.03869 -1.53735 1.80443
N -0.07970 1.66527 -0.05101
C 0.09683 0.87348 -1.25804
C 1.98920 -0.58889 -0.16551
C -1.26895 0.73868 -2.03086
C 0.59877 -0.52534 -0.91006
H 1.22839 -0.54235 1.63183
H -1.54349 -0.31062 -1.90244
H -0.23668 -0.70215 -0.14721
H -0.07818 -0.55233 3.22525
H -1.06671 0.99170 -3.07759
H 2.50083 0.39121 -0.43563
H 2.58664 -1.35007 -0.70516
H 0.63586 1.55886 -1.93881
H 0.77190 1.68423 0.49221
H -1.05190 -0.89625 1.98649
H -2.60194 -1.14683 2.48910
H 0.34435 -1.33384 -1.57396
H -2.08154 1.19419 -1.46207
H -0.86608 1.42809 0.53606